DFT (wB97M-V/def2-TZVPD) results for an isolated ion of composition C5H16N3 and charge +1 in a non-equilibrium geometry.

Positions of all 24 atoms, in Å:
C 0.14131 1.87368 -0.25314
C 0.20265 0.42057 -0.63228
C -0.81687 -0.44356 0.17717
C -1.14385 -0.17548 1.67623
N -2.18763 -0.42925 -0.52431
N 1.56736 -0.01570 -0.55572
C 2.04023 -1.22659 -1.27887
N 1.96483 -0.13666 0.87453
H 0.67710 2.08464 0.62552
H -0.92807 2.25466 -0.10887
H 0.60982 2.50850 -1.03717
H 0.06720 0.29197 -1.70626
H -0.49943 -1.50365 0.33457
H -1.45002 0.94591 1.60361
H -0.32700 -0.36696 2.35655
H -1.98524 -0.69994 2.08905
H -2.45375 -1.05231 -1.29311
H -2.33816 0.54928 -0.66857
H -2.87929 -0.58079 0.18183
H 1.47766 -1.09280 -2.26999
H 3.10086 -1.15691 -1.29027
H 1.76557 -2.17518 -0.90644
H 2.01872 0.80734 1.14391
H 1.37600 -0.68075 1.46201

Results
Charge: +1
E_LUMO: -3.639 eV
HOMO-LUMO gap: 8.930 eV
Energy relative to the best compared isomer or geometry (same formula, charge and spin): 92.17 kcal/mol
SMILES string: C[C@H]([C@@H](C)[NH3+])N(C)N
Spin multiplicity: 1

Here are the Mulliken charges for atoms 1 to 4, given in e:
1 C -1.473
2 C 0.160
3 C -0.378
4 C -1.317

***

DFT (wB97M-V/def2-TZVPD) results for C13H27CdN5O3P as an isolated structure in a non-equilibrium geometry.

Positions of all 50 atoms, in Å:
Cd -0.07301 -0.49594 -1.08222
N 1.87554 -1.72985 -1.20859
C 2.47366 -1.56585 -2.53576
C 2.12670 -0.18457 -3.11204
N 0.69309 0.08442 -3.06944
C -0.10905 -0.47757 -4.15506
C -0.62451 -1.89185 -3.85192
N -1.22132 -1.93696 -2.51682
H 1.91929 -2.70367 -0.92054
H 2.41255 -1.18739 -0.53603
H 3.56913 -1.65290 -2.51855
H 2.08892 -2.35141 -3.18704
H 2.61956 0.57853 -2.49955
H 2.52214 -0.12317 -4.13528
H 0.55726 1.08928 -3.05349
H -0.97529 0.17262 -4.29161
H 0.45483 -0.50376 -5.09510
H -1.34363 -2.15418 -4.63619
H 0.18422 -2.62006 -3.89466
H -2.09599 -1.41197 -2.52923
H -1.45463 -2.89456 -2.26610
O -1.74542 0.73096 -1.33266
N -2.38852 0.85414 -0.22649
N -2.01121 0.16107 0.76024
O -0.99839 -0.68133 0.78127
C -2.73599 0.33902 1.96209
C -2.08865 0.22925 3.18694
C -2.80699 0.43046 4.35259
C -4.15988 0.72150 4.29122
C -4.79788 0.82117 3.06446
C -4.09093 0.63731 1.89245
H -1.03564 -0.01008 3.21377
H -2.31202 0.36156 5.31132
H -4.72194 0.86385 5.20077
H -5.85233 1.04165 3.02039
H -4.56323 0.70766 0.92576
C 3.72958 1.57984 1.17272
P 1.95252 1.15475 1.24530
C 1.84969 -0.40334 2.20506
C 1.13622 2.44322 2.24722
O 1.38534 1.02505 -0.13248
H 4.14406 1.65895 2.17240
H 3.85895 2.52439 0.64976
H 4.26389 0.80730 0.62404
H 1.89788 -0.19203 3.26995
H 2.67726 -1.05849 1.94091
H 0.90397 -0.89351 1.96205
H 1.60420 2.49622 3.22599
H 0.08087 2.20445 2.36037
H 1.22513 3.40584 1.74781

Results
Charge: +1
E_LUMO: -2.117 eV
HOMO-LUMO gap: 8.970 eV
Spin multiplicity: 1

Here are the Mulliken charges for atoms 1 to 4, given in e:
1 Cd 1.487
2 N -0.543
3 C -0.556
4 C -0.680

***

DFT (wB97M-V/def2-TZVPD) results for one molecule with the formula C12H8N6O in a non-equilibrium geometry.

Positions of all 27 atoms, in Å:
O 1.01513 -0.29869 3.80346
C 0.55462 -0.05394 2.61689
C -0.52708 -0.95342 2.05959
C -1.30102 -0.20801 0.97861
C -2.72397 0.07798 1.11053
N -3.54121 0.54530 0.20633
C -2.89826 0.71769 -1.01104
N -3.45708 0.71106 -2.16683
C -2.56977 1.12202 -3.01522
N -1.37213 1.07666 -2.49662
N -1.53525 0.76113 -1.16572
C -0.77858 0.15142 -0.20875
C 0.63047 0.04896 -0.47196
N 1.05125 -0.56093 -1.63794
C 2.35303 -0.93905 -1.88717
C 3.33604 -0.64760 -0.93265
C 3.03339 0.04651 0.28133
C 1.67985 0.33286 0.51914
N 1.30845 0.83811 1.77720
H -1.19977 -1.25214 2.93050
H 0.00638 -1.78882 1.54273
H -3.18501 -0.25845 2.03857
H -2.72212 1.41365 -4.09399
H 2.62616 -1.48078 -2.79326
H 4.29272 -1.07441 -1.08526
H 3.82923 0.39302 0.85716
H 2.09455 1.27987 2.24437

Results
E_LUMO: -0.688 eV
HOMO-LUMO gap: 8.628 eV
Energy relative to the best compared isomer or geometry (same formula, charge and spin): 46.88 kcal/mol
SMILES string: O=C1Cc2cnc3ncnn3c2-c2ncccc2N1
Spin multiplicity: 1

Here are the Mulliken charges for atoms 1 to 4, given in e:
1 O -0.635
2 C 0.440
3 C -0.722
4 C 0.797

***

DFT (wB97M-V/def2-TZVPD) results for an isolated ion of composition C2H10BrN4 and charge +1 in a non-equilibrium geometry.

Positions of all 17 atoms, in Å:
C 0.47027 1.59185 -0.99128
N -0.23142 0.38734 -0.64156
N -1.51576 0.60514 -0.07120
C 0.63464 -0.69017 0.23534
N 1.01442 -1.71182 -0.61767
N -0.27348 -1.06350 1.32411
Br -0.16982 0.03030 2.92342
H 1.45673 1.31565 -1.35155
H -0.05790 2.07474 -1.81343
H 0.57166 2.29339 -0.15326
H -1.60231 -0.21698 0.60572
H -2.24418 0.57868 -0.80168
H -1.59836 1.48990 0.46533
H 1.50696 -0.13278 0.59074
H 0.29759 -2.35762 -0.90992
H 1.89263 -2.16216 -0.39904
H -0.15168 -2.03195 1.60593

Results
Charge: +1
E_LUMO: -4.059 eV
HOMO-LUMO gap: 9.818 eV
Energy relative to the best compared isomer or geometry (same formula, charge and spin): 0.00 kcal/mol
SMILES string: CN([NH3+])[C@H](N)NBr
Spin multiplicity: 1

Here are the Mulliken charges for atoms 1 to 4, given in e:
1 C -1.026
2 N -0.187
3 N -0.200
4 C 0.024

***

DFT (wB97M-V/def2-TZVPD) results for one molecule with the formula C5H9NO.

Positions of all 16 atoms, in Å:
H 0.27849 -2.17632 2.39344
N -0.18703 -1.26694 2.38564
C -0.09182 -0.75541 1.23183
C -0.78654 0.55834 0.92926
C -0.28875 1.29544 -0.31523
C -0.02684 0.29003 -1.43156
C 0.98676 -0.72253 -0.93280
O 0.52592 -1.43073 0.22015
H -1.84949 0.31562 0.80180
H -0.71748 1.17428 1.82914
H 0.64293 1.83293 -0.09376
H -1.02419 2.04834 -0.61861
H -0.95338 -0.23025 -1.70815
H 0.35968 0.78136 -2.33176
H 1.93199 -0.21755 -0.68512
H 1.19976 -1.49661 -1.67427

Results
E_LUMO: 0.925 eV
HOMO-LUMO gap: 10.687 eV
Energy relative to the best compared isomer or geometry (same formula, charge and spin): 19.25 kcal/mol
SMILES string: [H]/N=C1/CCCCO1
Spin multiplicity: 1

Here are the Mulliken charges for atoms 1 to 4, given in e:
1 H 0.280
2 N -0.724
3 C 0.396
4 C -0.298

***

DFT (wB97M-V/def2-TZVPD) results for C19H19IMnN5O2S as an isolated structure in a non-equilibrium geometry.

Positions of all 48 atoms, in Å:
Mn 0.15011 0.03114 0.16453
O 2.06171 -0.42506 -0.67682
N 2.91160 -1.38400 -0.38104
C 3.45537 -1.38073 0.85272
C 4.37551 -2.31439 1.24493
C 4.74471 -3.30785 0.33243
C 4.17291 -3.31924 -0.91332
C 3.22643 -2.35180 -1.32436
S 2.52947 -2.33021 -2.86111
H 3.08170 -0.60098 1.50132
H 4.78639 -2.27074 2.24311
H 5.46737 -4.06357 0.61469
H 4.42206 -4.07607 -1.64193
C 2.49722 3.87536 -0.10675
C 1.52125 4.89151 -0.02695
C 0.19884 4.55232 0.00857
C -0.19653 3.18671 -0.04072
N 0.77276 2.21567 -0.12495
C 2.05259 2.56872 -0.14416
C -1.54476 2.74640 0.01713
C -2.66449 3.61942 -0.07153
C -3.93319 3.11717 -0.08917
C -4.12533 1.72093 -0.00198
C -3.00117 0.93026 0.12080
N -1.75512 1.39130 0.13759
H 3.55316 4.10331 -0.13021
H 1.81878 5.93270 0.01537
H -0.55454 5.32268 0.09508
H 2.75574 1.74453 -0.21110
H -2.50321 4.68523 -0.15321
H -4.78582 3.78084 -0.17326
H -5.11369 1.28374 -0.02015
H -3.10634 -0.14562 0.22802
I -1.00889 -2.23659 0.81731
C 0.27054 0.19758 3.14457
O 0.74919 0.25789 1.84650
H 1.11719 0.16028 3.84225
H -0.34689 -0.69327 3.31872
H -0.33161 1.08153 3.39994
N -0.86041 -0.92678 -3.83481
C -0.11584 0.21133 -4.04369
C 0.20881 0.66538 -2.80809
N -0.33228 -0.17198 -1.86164
C -0.95615 -1.12586 -2.50898
H -1.19978 -1.55405 -4.53869
H 0.13024 0.57248 -5.02531
H 0.80586 1.51474 -2.52795
H -1.46604 -1.96247 -2.06330

Results
Charge: -1
E_LUMO (alpha / beta): 2.190 / 2.690 eV
HOMO-LUMO gap (alpha / beta): 4.303 / 6.831 eV
Energy relative to the best compared isomer or geometry (same formula, charge and spin): 8.39 kcal/mol
Spin multiplicity: 6

Here are the Mulliken charges for atoms 1 to 4, given in e:
1 Mn 0.697
2 O -0.331
3 N 0.104
4 C -0.094

***

DFT (wB97M-V/def2-TZVPD) results for one molecule with the formula C3H8NO2P in a non-equilibrium geometry.

Positions of all 15 atoms, in Å:
C -1.04848 -0.74780 0.31731
C 0.24968 -1.46240 -0.23053
C -0.41728 0.51387 0.77383
N -1.12880 1.67886 0.27099
O 1.39458 0.49593 -1.38388
O 2.72916 0.01199 0.86543
P 1.29354 0.03307 0.14071
H -1.75763 -0.46133 -0.47678
H -1.57610 -1.35970 1.14634
H 0.39282 -2.32444 0.38234
H 0.20248 -1.67676 -1.29066
H -0.48155 0.54593 1.85428
H -1.35886 1.33259 -0.73976
H 2.22187 0.88838 -1.78293
H -0.71545 2.53181 0.15332

Results
E_LUMO (alpha / beta): 0.700 / -3.196 eV
HOMO-LUMO gap (alpha / beta): 4.679 / 6.317 eV
Energy relative to the best compared isomer or geometry (same formula, charge and spin): 44.33 kcal/mol
Spin multiplicity: 3

Here are the Mulliken charges for atoms 1 to 4, given in e:
1 C -0.747
2 C -0.560
3 C 0.192
4 N -0.613